ORCA calculation (wB97M-V/def2-TZVPD) on a molecular structure, C20H27F6I2NO11S.

Properties
HOMO level: -0.33139 Eh
E: -88528.6109 eV
LUMO: -0.280 eV

Last column: Mulliken charge in e.
Element x y z (Å)
H 0.892 3.962 -6.163  0.345
C -3.313 -1.080 2.834  -0.564
H -2.829 -1.269 3.781  -0.045
H 0.229 -1.867 6.240  0.578
C -0.162 -2.906 4.456  0.181
C -1.260 -0.364 -2.635  0.157
H -2.258 -1.905 -4.433  0.347
C 1.264 1.773 -9.497  0.887
C -2.464 -0.162 1.933  -1.243
H -3.414 0.889 -4.961  0.306
H -1.335 -1.515 5.370  0.271
C -3.520 -0.155 -4.666  -1.141
I -3.433 1.731 1.497  0.078
C -0.120 0.396 -1.944  1.145
C 2.231 -0.168 1.649  -0.685
I -2.139 1.268 5.022  0.312
H -3.553 -1.998 2.305  0.277
C -0.262 -1.634 5.303  -1.205
C -0.983 -0.013 2.315  0.197
H 1.901 1.276 -5.074  0.311
O 0.703 0.498 5.654  -0.554
F 2.187 0.816 -9.366  -0.251
C 0.820 2.315 -8.130  0.365
H -1.807 -0.844 -5.757  0.352
C 2.661 -1.306 5.047  0.648
O 1.989 -2.392 2.427  -0.479
H -2.459 -0.636 0.959  0.452
O -0.322 2.461 -7.815  -0.520
H 2.557 3.586 -5.755  0.345
H 3.481 0.448 5.964  0.236
O 2.539 -2.426 5.481  -0.501
H -3.923 -0.167 -3.654  0.327
H 2.500 0.767 2.133  0.209
O -0.903 -2.897 3.305  -0.300
H 3.087 -0.514 1.076  0.554
S 1.073 1.891 4.933  1.440
F 0.237 1.261 -10.164  -0.239
H 4.495 -1.041 6.067  0.430
F -0.298 0.426 -0.624  -0.283
H -1.266 -4.729 4.027  0.337
F -0.032 1.658 -2.372  -0.275
F 1.061 -0.187 -2.176  -0.309
C 0.419 -0.491 4.550  0.510
N 1.762 -0.711 4.058  1.176
H -2.383 -3.275 4.459  0.256
C 1.960 -1.219 2.712  0.474
C -1.416 -3.751 4.457  -0.878
H 1.040 2.501 -4.127  0.350
C 3.826 -0.447 5.459  -1.268
O -1.184 -0.188 -3.941  -0.259
C 1.166 2.082 -5.118  -0.818
H -0.512 -0.949 2.022  0.029
O -2.062 -1.025 -2.047  -0.549
H 0.773 -3.438 4.452  0.529
O 2.436 2.036 4.533  -0.601
C 1.617 3.151 -6.089  -0.447
H -0.575 0.731 1.642  0.745
O 0.290 1.578 3.540  -0.407
C -0.573 0.413 3.724  -0.817
H 4.344 -0.137 4.551  0.290
H -4.261 -0.588 3.029  0.463
O 1.881 2.607 -7.398  -0.316
O 0.629 3.011 5.675  -0.747
H 1.382 -0.028 0.994  -0.294
F 1.792 2.752 -10.240  -0.252
H -4.238 -0.639 -5.327  0.384
C -2.184 -0.861 -4.736  -0.290
H 0.221 1.640 -5.427  0.245